Entry 1:
Formula: C3H10N2O
Source: the OMol25 dataset
Level of theory: ωB97M-V/def2-TZVPD

```
16
Properties=species:S:1:pos:R:3:nbo_charge:R:1
H -2.1723 -1.7699 -2.1267 0.350
H -1.1224 -1.6856 0.6657 0.176
H 2.6747 1.6484 1.6935 0.223
O -0.2618 1.5216 1.6668 -0.528
H 1.0383 3.0775 0.9602 0.116
C 2.0194 1.1049 0.9754 -0.728
H 0.1712 -0.2621 -1.6478 0.333
H -3.0864 -1.4880 -0.8183 0.371
H 2.3944 0.8553 -0.0815 0.251
H -0.7580 0.4417 -0.6085 0.365
C 0.7481 1.9590 1.0768 0.427
C -0.9468 -1.5170 -0.5417 -0.064
N -2.2086 -1.1722 -1.2102 -0.869
H 1.9670 0.0733 1.5394 0.237
N -0.0400 -0.3279 -0.6383 -0.834
H -0.4170 -2.4592 -0.9046 0.175
```

Summary:
SMILES   CC=O.NCN
Strongest force on any atom   0.078 hartree/bohr
Net charge   0
ΔE to the lowest compared entry with this formula, charge and spin   65.56 kcal/mol
Kohn-Sham gap   10.47 eV



Entry 2:
Formula: C3H10N2O
Source: the OMol25 dataset
Level of theory: ωB97M-V/def2-TZVPD

```
16
Properties=species:S:1:pos:R:3:nbo_charge:R:1
H -1.2730 0.2279 -0.8465 0.361
C 0.3280 -0.9727 -2.8270 -0.632
H 2.3368 -1.3975 -1.4756 0.149
H 2.3036 -1.7793 0.8563 0.366
H 2.6067 -0.0756 0.6688 0.377
N 1.9668 -0.9127 0.4938 -0.893
H -3.5290 4.2832 4.7260 0.468
H -0.4466 -1.7725 -3.1081 0.213
C 0.3005 -0.7988 -1.3462 0.142
H -2.7772 2.9798 5.1166 0.469
H -0.0833 0.0131 -3.2925 0.207
H -0.9581 -0.7313 0.4962 0.406
O -2.6894 3.9896 5.1674 -0.937
N -0.8790 -0.6302 -0.5617 -0.841
C 1.4899 -1.0699 -0.8419 -0.091
H 1.3034 -1.3529 -3.2256 0.236
```

Summary:
SMILES   C/C(N)=C/N.O
Strongest force on any atom   0.070 hartree/bohr
Net charge   0
ΔE to the lowest compared entry with this formula, charge and spin   53.44 kcal/mol
Kohn-Sham gap   9.12 eV



Entry 3:
Formula: C3H10N2O
Source: the OMol25 dataset
Level of theory: ωB97M-V/def2-TZVPD

```
16
Properties=species:S:1:pos:R:3:nbo_charge:R:1
H -3.1775 1.3957 1.4726 0.328
H -1.2099 1.1164 -0.5943 0.176
O 2.0314 -0.0687 1.6997 -0.715
H -2.4852 2.4617 -0.3677 0.141
C 1.8493 -0.3502 0.3290 0.112
H 2.5087 -1.2022 0.1231 0.140
H 0.6003 -2.2379 -1.3404 0.173
H 2.1477 0.5148 -0.2756 0.141
H 0.7993 -0.6060 -2.0031 0.190
N 0.4578 -0.6158 0.0494 -0.662
H 1.4326 0.6549 1.9242 0.469
C -2.0420 1.5231 -0.0251 -0.047
H 0.0150 -1.1589 0.7789 0.375
N -2.3802 0.9288 1.0385 -0.601
C 0.2532 -1.2002 -1.2665 -0.422
H -0.8005 -1.1555 -1.5427 0.202
```

Summary:
SMILES   CNCO.C=N
Strongest force on any atom   0.010 hartree/bohr
Net charge   0
ΔE to the lowest compared entry with this formula, charge and spin   47.24 kcal/mol
Kohn-Sham gap   9.91 eV



Entry 4:
Formula: C3H10N2O
Source: the OMol25 dataset
Level of theory: ωB97M-V/def2-TZVPD

```
16
Properties=species:S:1:pos:R:3:nbo_charge:R:1
H -2.9093 -0.7918 -1.5830 0.471
O -2.5335 0.0826 -1.6983 -0.936
C 0.2585 -0.9468 1.2633 -0.239
N 1.3209 -0.0937 0.7581 -0.629
H 2.2379 -0.3184 0.6566 0.391
C -0.8119 -0.0228 1.8367 -0.639
N 1.8308 0.8471 -1.4174 -0.761
H 0.6909 -1.7550 1.9369 0.211
H -0.1296 -1.4755 0.4236 0.185
H -1.7135 0.2111 1.1094 0.197
H -0.3780 1.0496 2.0301 0.234
H -1.0731 -0.3375 2.8696 0.225
H -0.0636 0.4691 -0.9104 0.172
C 0.9866 0.2951 -0.6039 0.275
H -2.7781 0.5642 -0.8275 0.471
H 1.7232 0.4969 -2.4808 0.372
```

Summary:
SMILES   [H]/N=C/NCC.O
Strongest force on any atom   0.105 hartree/bohr
Net charge   0
ΔE to the lowest compared entry with this formula, charge and spin   72.67 kcal/mol
Kohn-Sham gap   9.05 eV



Repeat the second record exactly.
Formula: C3H10N2O
Source: the OMol25 dataset
Level of theory: ωB97M-V/def2-TZVPD

```
16
Properties=species:S:1:pos:R:3:nbo_charge:R:1
H -1.2730 0.2279 -0.8465 0.361
C 0.3280 -0.9727 -2.8270 -0.632
H 2.3368 -1.3975 -1.4756 0.149
H 2.3036 -1.7793 0.8563 0.366
H 2.6067 -0.0756 0.6688 0.377
N 1.9668 -0.9127 0.4938 -0.893
H -3.5290 4.2832 4.7260 0.468
H -0.4466 -1.7725 -3.1081 0.213
C 0.3005 -0.7988 -1.3462 0.142
H -2.7772 2.9798 5.1166 0.469
H -0.0833 0.0131 -3.2925 0.207
H -0.9581 -0.7313 0.4962 0.406
O -2.6894 3.9896 5.1674 -0.937
N -0.8790 -0.6302 -0.5617 -0.841
C 1.4899 -1.0699 -0.8419 -0.091
H 1.3034 -1.3529 -3.2256 0.236
```

Summary:
SMILES   C/C(N)=C/N.O
Strongest force on any atom   0.070 hartree/bohr
Net charge   0
ΔE to the lowest compared entry with this formula, charge and spin   53.44 kcal/mol
Kohn-Sham gap   9.12 eV



> Which formula does entry 2 have?

C3H10N2O



> Look up the Kohn-Sham gap of the first one.

10.47 eV